Formula: C4H14NO3
Source: the Open Molecules 2025 dataset
Level of theory: ωB97M-V with the def2-TZVPD basis set

Geometry as XYZ:
```
22
Properties=species:S:1:pos:R:3:mulliken_charge:R:1
O -1.6997 2.1196 -1.9987 -0.39
C -0.8071 1.7048 -2.5975 0.14
C 0.2190 1.0801 -1.7068 -0.63
N -0.4799 0.7540 -0.3958 -0.31
C -0.8413 1.9247 0.5107 -0.27
C -0.3840 1.3696 1.8336 -1.29
H -0.5456 1.6091 -3.6214 0.38
H 0.7711 0.1758 -2.0798 0.38
H 1.1742 1.7454 -1.6366 0.32
H 0.1262 0.0603 0.1821 0.40
H -1.4804 0.2953 -0.5963 0.40
H -1.7951 2.3466 0.5690 0.42
H -0.3132 2.8726 0.2239 0.28
H 0.6405 1.4139 2.0747 0.39
H -0.6887 0.3460 1.9498 0.40
H -0.9814 1.8886 2.5644 0.37
H 2.4955 -4.7810 0.7176 0.31
H 1.5206 -4.8217 1.7692 0.30
O 1.9125 -4.2467 1.1781 -0.63
H 0.8842 -2.9946 0.7045 0.38
H 0.0187 -2.5844 -0.2648 0.31
O 0.2537 -2.2782 0.6200 -0.65
```

**E_LUMO**: -3.0374 eV
**HOMO level**: -14.60 eV
**Frontier orbital gap**: 11.57 eV
**ΔE to the lowest compared entry with this formula, charge and spin**: 2.645 eV
**Net charge**: +1
**DFT total energy**: -11999.16586 eV
**Molar mass**: 124.16 g/mol